A molecular structure, C24H28EuN6S4. Source: OMol25; level of theory: wB97M-V/def2-TZVPD.

Last column: Löwdin charge in e.
Positions of all 63 atoms, in Å:
C (-0.15, 4.16, 2.69)  -0.05
C (-0.18, 1.79, 2.87)  -0.14
C (0.54, 0.19, -5.15)  -0.08
H (3.29, -5.21, -3.10)  0.08
H (0.02, 5.14, 3.11)  0.11
C (0.04, 3.03, 3.46)  -0.05
H (2.31, -2.52, -0.53)  0.05
H (-4.86, 0.20, -0.16)  0.13
C (-0.60, 0.63, -4.52)  -0.04
H (-1.62, 3.42, -0.96)  0.13
H (-1.21, -1.72, 2.81)  0.03
C (-0.70, 2.75, 0.85)  -0.32
C (-4.09, -2.35, 0.43)  -0.04
H (-2.14, 2.17, -2.84)  0.14
H (4.07, -3.71, -2.61)  0.08
H (-1.49, 0.90, -5.07)  0.11
N (0.43, -2.44, -1.29)  -0.07
C (1.96, -3.81, -2.20)  -0.30
Eu (0.12, -0.33, 0.18)  1.41
C (-1.59, -2.90, -2.58)  -0.02
H (-1.84, -3.26, -3.58)  0.08
H (-0.04, 0.87, 3.42)  0.10
C (1.58, 0.01, -3.02)  -0.18
H (-4.29, -4.29, 1.32)  0.11
C (0.77, -4.02, -2.87)  0.02
H (3.63, -4.91, -1.40)  0.08
H (-2.41, -3.88, 2.93)  0.11
C (-1.84, 1.20, -2.41)  -0.15
C (-0.59, 0.72, -3.13)  -0.29
S (1.22, -2.16, 2.04)  -0.19
H (2.58, -0.46, -4.85)  0.11
N (0.47, 0.41, -2.40)  -0.02
H (-0.08, 2.57, -1.17)  0.10
N (-0.54, 1.66, 1.60)  -0.05
C (-1.02, 2.56, -0.62)  -0.16
H (0.59, -4.71, -3.67)  0.11
H (-2.65, 0.52, -2.66)  0.11
C (-0.15, -3.11, -2.27)  -0.35
C (-3.83, -0.02, -0.45)  -0.12
H (0.36, 3.08, 4.49)  0.11
S (3.04, 0.64, 1.86)  -0.18
C (-3.75, -3.35, 1.32)  -0.06
C (1.66, -0.12, -4.39)  -0.06
H (-0.70, 4.89, 0.73)  0.12
H (-1.85, -1.83, -2.56)  0.05
H (-2.96, 1.57, 0.69)  0.12
H (-3.91, -0.38, -1.48)  0.10
H (2.43, -0.20, -2.37)  0.06
S (3.14, -1.41, 1.68)  -0.18
C (3.31, -4.44, -2.33)  -0.01
H (-3.68, 2.09, -0.82)  0.13
C (-2.71, -3.14, 2.21)  -0.05
S (2.38, 1.39, 0.03)  -0.14
C (-3.07, 1.30, -0.35)  -0.19
N (-1.73, 1.30, -0.96)  -0.23
C (-2.04, -1.93, 2.15)  -0.20
N (1.71, -2.86, -1.28)  0.02
C (-0.55, 4.02, 1.36)  -0.01
C (-3.37, -1.16, 0.44)  -0.29
H (0.57, 0.11, -6.24)  0.10
N (-2.35, -0.97, 1.27)  0.03
H (-2.24, -3.41, -1.86)  0.07
H (-4.91, -2.47, -0.27)  0.12

Its HOMO energy (alpha / beta) is -0.1238 / -0.2419 Ha. The value obtained for the LUMO energy (alpha / beta) is 0.013 / 0.013 Ha. The calculation puts the orbital gap (alpha / beta) at 3.72 / 6.93 eV. As for the multiplicity: 8. Its energy above the lowest of the compared OMol25 structures with the same formula, charge and spin is 2.550 eV. The expectation value of S² is 15.765.

---

A molecular structure, C32H32AuN6O3S. Source: OMol25; level of theory: wB97M-V/def2-TZVPD.

Last column: Löwdin charge in e.
Positions of all 75 atoms, in Å:
C (1.92, -1.84, 5.35)  0.01
C (1.27, -0.10, 3.31)  -0.05
H (-4.14, 0.00, 2.12)  0.11
C (0.25, 1.21, -4.56)  -0.12
C (-3.89, -2.79, 0.23)  -0.07
H (-2.86, 4.08, -3.26)  0.12
N (1.05, 5.80, -5.80)  0.17
H (2.35, -1.27, 1.38)  0.09
C (4.06, -0.45, -2.88)  -0.06
H (2.22, -0.42, -3.95)  0.09
H (0.86, 4.48, -2.60)  0.12
H (2.15, -2.54, 6.13)  0.13
H (-0.22, -5.27, 4.01)  0.10
C (0.48, 2.37, -2.47)  -0.11
N (-2.66, 1.85, -1.22)  0.06
O (-1.55, 0.42, 1.43)  -0.13
N (-3.39, 2.05, -3.25)  0.05
H (0.49, 2.37, -1.39)  0.10
H (-4.48, -3.62, -0.12)  0.11
C (2.32, -0.52, 5.42)  -0.06
C (-2.35, -0.64, 1.11)  -0.26
H (-2.82, 1.93, 2.12)  0.09
C (4.66, -0.52, -1.64)  0.01
C (0.89, -1.44, 3.20)  -0.17
O (0.92, -3.65, 4.33)  -0.06
C (-1.77, -1.62, 0.29)  -0.30
H (-2.30, 1.38, -0.40)  0.11
C (0.51, -1.46, 0.76)  -0.35
H (4.08, -2.71, 1.29)  0.11
H (-2.10, -3.41, -0.80)  0.12
C (0.69, 3.57, -4.54)  -0.23
S (-2.44, -0.40, -2.73)  0.71
C (0.69, 3.56, -3.14)  -0.03
H (5.37, -1.89, 2.19)  0.11
C (-4.45, -1.83, 1.05)  -0.06
C (-2.56, -2.67, -0.15)  -0.05
H (3.71, -1.37, 2.45)  0.07
N (0.22, -1.88, 2.03)  0.14
Au (-0.14, -0.42, -1.99)  1.04
H (4.67, -0.33, -3.77)  0.11
C (1.90, -0.65, -1.85)  -0.19
N (1.78, -1.12, 0.56)  0.17
C (-3.54, 3.41, -2.73)  -0.10
C (1.20, -2.32, 4.25)  -0.22
H (5.74, -0.47, -1.53)  0.13
C (3.91, -0.72, -0.50)  -0.21
C (2.51, -0.79, -0.60)  -0.16
C (0.90, 4.81, -5.24)  -0.18
H (-4.56, 3.77, -2.85)  0.12
C (1.99, 0.36, 4.39)  -0.07
H (-0.70, -2.28, 2.13)  0.12
H (-2.31, 0.74, 3.35)  0.11
H (-3.98, 3.37, -0.58)  0.12
N (-0.43, -1.50, -0.17)  0.00
H (-1.07, -3.74, 3.74)  0.10
H (-2.34, 3.92, -0.96)  0.12
C (-0.12, -4.27, 3.59)  -0.06
H (-3.56, 1.78, -4.21)  0.15
H (0.48, 2.41, -6.33)  0.13
H (-1.15, 1.93, 2.72)  0.09
O (4.65, -0.80, 0.66)  -0.07
C (0.25, 1.19, -3.17)  -0.35
C (2.68, -0.51, -2.98)  -0.12
H (2.29, 1.40, 4.44)  0.11
H (1.00, 0.57, 2.51)  0.11
C (0.47, 2.39, -5.25)  -0.02
C (4.41, -1.75, 1.69)  -0.05
C (-2.84, 1.22, -2.37)  -0.78
H (0.07, 0.30, -5.12)  0.11
H (0.11, -4.35, 2.53)  0.09
C (-2.00, 1.30, 2.46)  -0.06
C (-3.14, 3.24, -1.25)  -0.10
H (-5.48, -1.91, 1.36)  0.11
C (-3.68, -0.76, 1.49)  -0.01
H (2.88, -0.18, 6.28)  0.11

Its HOMO energy is -0.3951 Ha. The value obtained for the LUMO energy is -0.099 Ha. The calculation puts the orbital gap at 8.05 eV. Its charge is +1. Its energy above the lowest of the compared OMol25 structures with the same formula, charge and spin is 0.435 eV.

---

CH4N2O2 in the gas phase. Source: OMol25; level of theory: wB97M-V/def2-TZVPD.

Last column: Löwdin charge in e.
Positions of all 9 atoms, in Å:
H (0.99, 0.62, 1.07)  0.12
N (0.32, 0.92, -1.06)  -0.05
H (-1.34, -1.28, 0.35)  0.09
H (1.34, 0.88, -1.17)  0.09
O (-0.22, -0.13, -1.54)  -0.09
N (-0.37, -1.00, 0.18)  0.10
C (-0.05, 0.60, 0.70)  -0.38
H (0.32, -1.75, 0.22)  0.09
O (-0.98, 1.13, 1.25)  0.03

Its HOMO energy (alpha / beta) is -0.3470 / -0.3366 Ha. The value obtained for the LUMO energy (alpha / beta) is -0.036 / -0.041 Ha. The calculation puts the orbital gap (alpha / beta) at 8.46 / 8.05 eV. Its energy above the lowest of the compared OMol25 structures with the same formula, charge and spin is 5.687 eV.

---

10 unconnected molecules or ions with the total composition C48H106O36P6. Source: OMol25; level of theory: wB97M-V/def2-TZVPD.

Last column: Löwdin charge in e.
Positions of all 196 atoms, in Å:
H (-0.48, -1.31, -1.60)  0.07
H (-2.19, -1.02, -11.67)  0.12
P (0.23, 1.46, 1.50)  0.58
C (-0.15, 5.70, -3.89)  -0.17
H (-4.16, -2.04, -0.48)  0.07
H (-0.02, 1.69, 8.17)  0.11
O (5.01, -6.10, 2.88)  -0.25
H (-1.31, 3.25, -0.08)  0.13
C (1.01, 6.15, -3.08)  -0.13
H (-1.46, 2.58, 5.19)  0.06
H (1.66, 5.32, -2.80)  0.12
O (-3.53, 1.33, -1.90)  0.14
H (-2.69, -1.95, -1.40)  0.05
H (5.44, -4.26, 6.13)  0.12
O (-0.15, 0.45, 0.29)  -0.18
H (0.52, -7.98, -1.02)  0.08
H (-1.76, 6.68, 3.41)  0.12
H (-0.26, 6.20, -4.85)  0.14
H (-2.71, -6.48, -6.17)  0.07
C (-3.15, -2.46, -0.56)  -0.06
H (2.98, -1.87, -3.86)  0.07
C (2.63, -2.87, -4.10)  -0.08
H (2.59, -2.98, -5.19)  0.08
H (1.18, -2.88, -2.42)  0.11
O (1.67, 0.92, 1.99)  -0.19
H (1.15, 1.19, -0.99)  0.11
O (4.78, -3.71, 1.87)  -0.20
C (2.47, 1.79, 4.04)  -0.09
C (-5.65, -0.46, -8.27)  -0.30
C (7.62, -4.54, 5.71)  -0.08
C (-1.19, -1.14, -6.25)  -0.25
H (-1.26, -2.30, 0.51)  0.11
H (2.40, -0.29, 3.60)  0.11
H (-3.08, 3.25, 4.73)  0.08
H (-5.36, -5.40, 3.90)  0.12
C (0.85, 1.80, 7.52)  -0.25
H (-1.32, -0.36, 4.54)  0.05
P (-3.76, -3.37, 2.81)  0.50
C (0.72, 0.22, -0.76)  -0.30
H (-4.52, -7.27, 5.57)  0.08
H (-0.38, -0.48, -6.58)  0.12
C (-4.07, 0.07, -11.40)  -0.08
P (-2.95, -0.46, -8.22)  0.50
H (7.20, -7.10, 1.22)  0.07
O (7.15, -4.67, 2.18)  -0.21
H (-1.24, -2.58, 3.71)  0.12
O (-1.96, -1.48, -7.38)  -0.20
H (-2.23, 0.62, -5.48)  0.05
H (1.16, 5.80, 5.46)  0.11
H (3.82, -1.88, -0.06)  0.05
C (-2.33, -2.32, 0.74)  -0.27
H (-2.51, 8.21, 5.04)  0.13
H (6.06, -2.38, 0.90)  0.09
C (-4.41, -5.38, 4.42)  -0.33
H (3.42, 4.95, -0.50)  0.14
H (-1.52, -7.08, -1.91)  0.11
C (-2.70, -0.36, -10.95)  -0.22
H (3.31, 2.11, 3.43)  0.06
O (-0.77, 9.33, 4.58)  0.06
H (3.99, 5.45, 6.66)  0.07
H (5.94, -5.73, 5.28)  0.10
H (0.22, 5.11, 1.79)  0.09
O (-1.24, 6.10, -3.14)  0.05
H (-5.35, 0.40, -8.87)  0.09
H (0.55, -2.39, -3.91)  0.09
O (-0.82, 1.56, 2.59)  -0.25
H (4.37, -0.46, 0.85)  0.05
C (-6.61, -0.10, -7.17)  -0.06
H (8.63, -6.58, 0.36)  0.06
C (-2.82, -5.25, -4.36)  -0.26
H (5.60, -1.94, 2.44)  0.09
H (0.82, -8.82, -2.62)  0.08
H (-1.67, -0.56, -4.16)  0.06
O (1.48, 5.58, 7.44)  -0.20
H (-2.71, 9.29, 3.70)  0.12
O (2.84, 3.53, -1.70)  0.01
H (-1.61, 4.11, 4.44)  0.05
C (-1.98, 8.65, 4.20)  -0.09
C (-3.86, -6.71, 4.91)  -0.06
O (0.96, -4.39, -3.88)  -0.17
H (4.67, 2.28, -0.01)  0.11
C (3.25, 5.11, 5.94)  -0.05
H (-3.96, 0.59, -12.35)  0.08
H (-1.93, -3.17, 5.36)  0.12
C (6.13, -4.66, 5.38)  -0.26
H (-1.18, 4.16, 2.14)  0.05
C (-1.60, -1.15, 5.23)  -0.07
H (-6.05, -1.20, -8.97)  0.12
C (7.55, -6.42, 0.44)  -0.07
H (3.26, -3.67, -3.72)  0.08
O (0.99, 3.11, 6.92)  -0.22
C (-2.05, -0.42, -5.17)  -0.04
H (-6.14, 0.52, -6.40)  0.06
C (5.19, -2.40, 1.54)  -0.34
P (0.39, 4.39, 7.71)  0.57
H (-3.32, -4.30, -4.14)  0.12
O (0.05, -6.63, -3.23)  -0.20
H (-2.07, 0.50, -10.73)  0.11
H (-2.35, -0.81, 5.94)  0.08
H (-2.83, 4.89, 6.73)  0.12
H (-4.51, -4.66, 5.23)  0.12
H (1.57, 6.90, -3.64)  0.14
H (2.46, 1.91, 9.00)  0.07
O (-1.03, -4.52, -2.03)  -0.25
H (-3.03, -0.89, -5.13)  0.08
H (-0.06, 4.62, -3.98)  0.13
H (-4.70, -0.80, -11.59)  0.08
H (-0.70, -1.40, 5.80)  0.07
C (4.07, -1.50, 0.93)  -0.09
C (1.79, 0.58, 3.37)  -0.27
O (-3.58, -4.88, 3.45)  -0.20
C (-0.87, -7.56, -2.64)  -0.28
H (-3.63, -7.29, 4.02)  0.08
O (-0.92, 4.92, 6.79)  -0.21
H (-4.55, 0.81, -10.76)  0.07
H (-5.33, 3.50, -4.76)  0.13
O (5.82, -3.92, 4.18)  -0.21
O (3.91, 2.75, -3.63)  0.10
H (-2.36, 3.16, -5.39)  0.13
C (-0.87, 6.59, -1.94)  -0.50
O (-4.58, 1.99, -3.73)  0.09
O (0.58, 2.88, 0.70)  -0.21
O (-3.29, -2.50, 4.06)  -0.18
H (-4.40, -6.39, -5.50)  0.07
C (0.29, 8.63, 4.14)  -0.47
H (2.20, 0.32, 8.56)  0.07
H (-3.26, -3.51, -0.86)  0.06
H (-1.75, 7.95, 2.08)  0.13
C (-3.05, 3.42, -4.59)  -0.08
O (-2.56, -3.31, 1.68)  -0.20
H (3.04, 1.44, 7.45)  0.06
H (-3.71, -5.21, -6.49)  0.06
H (2.75, 3.41, 0.30)  0.12
O (5.08, 3.23, -1.75)  0.05
H (7.23, -6.82, -0.51)  0.06
H (3.16, -1.64, 1.52)  0.06
H (-1.35, 5.56, 1.05)  0.06
O (0.46, 6.72, -1.92)  0.07
C (1.94, 5.97, 6.21)  -0.27
H (-2.58, -1.43, 1.30)  0.12
C (-3.46, -5.87, -5.67)  -0.06
H (7.87, -5.23, 6.52)  0.07
C (-1.97, -2.47, 4.52)  -0.27
H (-0.83, -2.09, -5.88)  0.11
O (1.47, 8.90, 4.49)  0.08
H (8.27, -4.76, 4.85)  0.07
C (-0.70, 4.73, 1.35)  -0.07
O (-1.65, 7.15, -1.12)  0.08
C (-1.46, 7.68, 3.09)  -0.15
H (7.83, -3.52, 6.02)  0.07
C (-0.08, -0.34, -1.89)  -0.07
P (5.66, -4.75, 2.80)  0.49
H (5.37, 3.87, 0.26)  0.12
O (-0.07, 7.67, 3.21)  0.04
H (1.52, -0.46, -0.46)  0.11
H (-0.07, 4.33, -0.61)  0.11
H (1.77, 2.61, 4.25)  0.07
H (6.29, -4.75, 0.16)  0.10
H (-3.19, 4.48, -4.41)  0.12
H (0.83, 0.29, 3.81)  0.08
O (-2.78, -1.06, -9.67)  -0.19
H (0.63, 1.12, 6.70)  0.10
O (0.15, 4.09, 9.17)  -0.27
O (-2.61, 0.97, -8.11)  -0.25
C (-3.62, 2.05, -2.87)  -0.58
C (7.22, -4.89, 0.72)  -0.23
C (-4.48, 2.82, -4.78)  -0.16
C (-2.05, 4.14, 6.55)  -0.30
H (3.10, 4.06, 6.18)  0.04
H (-7.30, 0.62, -7.60)  0.08
O (-1.44, -5.03, -4.60)  -0.21
C (3.96, 3.08, -2.45)  -0.53
H (-0.90, 0.34, -2.09)  0.07
C (1.28, -3.08, -3.49)  -0.33
P (-0.40, -5.06, -3.31)  0.57
C (3.35, 3.86, -0.48)  -0.23
H (3.02, 1.47, 4.92)  0.05
O (-5.08, -2.98, 2.32)  -0.23
H (-7.12, -0.85, -6.56)  0.08
H (-0.44, -9.37, -1.50)  0.07
O (-2.60, 2.80, -3.36)  0.04
H (-2.15, 3.33, 7.28)  0.11
C (4.71, 3.30, -0.39)  -0.20
H (-2.91, -6.03, -3.60)  0.10
H (3.68, 5.18, 4.94)  0.06
C (0.09, -8.49, -1.88)  -0.07
H (-2.87, -6.56, 5.35)  0.08
C (2.19, 1.32, 8.13)  -0.07
H (-4.55, 2.39, -5.78)  0.12
C (-0.40, 3.75, 0.25)  -0.29
O (-4.46, -0.96, -7.70)  -0.20
H (-1.40, -8.20, -3.35)  0.12
H (0.49, -0.35, -2.82)  0.08
C (-2.11, 3.46, 5.17)  -0.05
H (2.16, 7.01, 6.44)  0.12
H (7.96, -4.20, 0.31)  0.11

Its HOMO energy (alpha / beta) is 0.0123 / -0.3169 Ha. The value obtained for the LUMO energy (alpha / beta) is 0.059 / 0.058 Ha. The calculation puts the orbital gap (alpha / beta) at 1.27 / 10.21 eV. As for the multiplicity: 2. Its charge is -1. The expectation value of S² is 0.751.

---

Number 1: total energy -96954.48355 eV. Number 2: total energy -63307.52157 eV. Number 3: total energy -8170.99838 eV. Number 4: total energy -180949.62148 eV.